Entry 1:
A 7-piece molecular cluster, C7H28O7 overall. Source: OMol25; level of theory: ωB97M-V with the def2-TZVPD basis set.

Geometry as XYZ:
```
42
Properties=species:S:1:pos:R:3:forces:R:3:mulliken_spin:R:1
C -3.991 0.629 -2.844 -2.101 1.261 -0.556 0.201
O -5.097 -0.133 -2.316 1.200 -1.557 0.615 -0.066
H -4.241 0.907 -3.868 0.167 0.115 -0.232 -0.015
H -3.974 1.555 -2.269 0.642 0.067 0.014 -0.019
H -3.011 0.156 -2.902 -0.480 -0.623 0.683 -0.041
H -6.001 0.140 -2.487 0.589 0.726 -0.528 0.013
C 3.944 0.155 -1.297 0.936 -1.053 -0.227 0.913
O 2.687 -0.214 -1.743 -2.028 0.623 0.075 -1.432
H 4.377 -0.793 -0.977 0.799 0.216 0.669 -0.287
H 4.516 0.461 -2.173 0.452 0.691 0.292 -0.100
H 3.896 0.877 -0.481 -0.041 0.011 -0.349 0.193
H 2.825 -0.844 -2.454 -0.221 -0.579 -0.457 0.520
C 0.475 1.289 -3.547 2.413 -1.887 1.655 0.634
O 0.347 2.478 -4.172 -0.847 2.719 -1.560 -0.200
H 0.771 0.489 -4.225 -1.181 -0.261 -0.328 -0.171
H 1.430 1.326 -3.023 0.010 -0.198 0.742 -0.068
H -0.278 1.097 -2.782 -0.382 -0.496 -0.351 0.077
H 0.682 3.129 -3.552 -0.139 0.237 -0.272 0.043
C -0.659 0.141 0.319 -0.505 0.154 -1.994 0.243
O 0.523 0.818 -0.139 0.092 0.373 2.064 -0.001
H -1.226 0.609 1.124 0.676 0.573 0.022 0.083
H -1.240 0.230 -0.599 -1.089 -0.517 0.322 0.241
H -0.603 -0.920 0.564 0.715 -0.037 0.005 -0.158
H 0.998 0.275 -0.772 0.383 -0.478 -0.276 0.169
C -2.951 0.929 3.951 1.246 -1.021 1.801 0.111
O -4.017 0.509 3.189 -1.180 -0.056 -1.559 -0.085
H -3.169 1.574 4.802 -0.299 0.320 -0.207 0.003
H -2.586 0.003 4.396 0.351 -0.067 0.457 -0.015
H -2.057 1.291 3.443 -0.495 0.497 -0.704 0.016
H -4.872 0.896 3.389 0.402 0.327 0.212 0.016
C 0.802 -4.341 2.111 0.330 0.447 0.969 0.303
O 1.335 -4.715 0.881 -0.021 -0.884 -0.310 -0.161
H 1.607 -4.352 2.846 0.360 0.700 -0.205 -0.033
H 0.339 -3.362 1.985 -0.009 0.159 0.638 0.091
H 0.122 -5.017 2.629 -0.696 -0.453 -0.708 -0.044
H 0.631 -4.608 0.238 0.069 0.009 -0.379 0.003
C 3.259 1.063 2.313 -0.825 0.952 -0.837 0.079
O 2.187 1.999 2.107 0.235 -0.232 0.475 -0.096
H 4.001 1.263 1.540 0.614 0.062 0.421 0.017
H 3.599 1.274 3.327 0.323 -0.482 -0.173 -0.035
H 2.944 0.039 2.116 -0.125 -0.163 0.557 0.041
H 1.675 1.697 1.353 -0.340 -0.194 -0.478 0.018
```
Positions in Å, forces in eV/Å.

For the HOMO-LUMO gap (spin up / spin down), the calculation gives 0.06830 / 0.34646 Eh. Its net charge is -1. Its molar mass is 224.29 g mol⁻¹. As for the expectation value of S²: 0.750. The spin multiplicity is 2. The relative energy (zero: lowest compared OMol25 entry of this formula, charge and spin) comes out at 2.372 eV.


Entry 2:
A 7-piece molecular cluster, C7H28O7 overall. Source: OMol25; level of theory: ωB97M-V with the def2-TZVPD basis set.

Geometry as XYZ:
```
42
Properties=species:S:1:pos:R:3:forces:R:3:mulliken_charge:R:1
C -0.623 3.739 -1.562 0.899 -0.872 0.315 -0.356
O -1.034 5.001 -1.183 -0.681 1.376 0.541 -0.523
H -1.406 3.032 -1.287 -0.072 -0.513 -0.786 0.105
H -0.311 3.770 -2.606 -0.355 -0.362 0.043 0.300
H 0.235 3.472 -0.945 0.394 -0.384 -0.250 0.174
H -1.296 4.852 -0.271 -0.171 0.735 0.144 0.302
C -3.230 1.302 1.687 0.735 0.403 -0.191 -0.199
O -4.380 1.408 2.483 -0.333 -0.078 0.159 -0.545
H -2.525 0.599 2.132 0.043 -0.137 -0.254 -0.032
H -3.422 1.053 0.643 -0.267 -0.380 -0.014 0.278
H -2.726 2.267 1.645 -0.040 0.140 0.220 0.223
H -4.505 0.553 2.903 -0.251 0.070 0.020 0.307
C 0.134 0.196 3.567 -0.940 0.848 0.098 -0.371
O 1.045 -0.122 2.550 0.785 -0.713 0.210 -0.436
H -0.743 0.513 3.003 -0.090 0.334 0.498 -0.085
H -0.201 -0.590 4.244 0.435 -0.594 -0.247 0.277
H 0.522 0.998 4.195 -0.203 0.234 -0.087 0.302
H 1.933 -0.105 2.914 0.169 -0.104 -0.138 0.276
C -1.499 -3.179 -3.944 0.755 1.013 0.816 -0.414
O -1.582 -2.983 -5.326 -0.579 -0.415 -0.831 -0.520
H -0.644 -3.805 -3.689 -0.172 -0.360 0.210 0.228
H -1.310 -2.201 -3.502 0.082 0.117 0.495 0.130
H -2.420 -3.524 -3.473 -0.034 -0.348 -0.608 0.280
H -0.739 -2.627 -5.614 -0.042 0.003 -0.063 0.305
C 3.904 0.718 0.005 -0.957 0.095 1.017 -0.479
O 2.967 1.787 -0.218 1.574 0.093 -0.390 -0.542
H 3.479 -0.241 -0.292 0.139 -0.057 -0.250 0.141
H 4.906 0.835 -0.406 -0.464 0.577 -0.790 0.316
H 4.128 0.663 1.070 -0.145 -0.183 0.424 0.209
H 2.078 1.528 0.034 -0.124 -0.483 -0.217 0.374
C -0.631 -0.272 -0.534 -0.401 0.444 0.317 -0.633
O 0.364 0.552 0.028 0.398 0.696 -0.627 -0.427
H -1.140 0.305 -1.306 0.181 -0.043 -0.205 0.248
H -0.238 -1.194 -0.963 0.025 -0.100 0.097 0.216
H -1.396 -0.454 0.221 -0.092 -0.511 0.002 0.247
H 0.597 0.313 0.928 -0.167 -0.509 0.366 0.305
C 1.912 -2.754 0.738 0.291 -0.217 0.425 -0.294
O 2.019 -3.225 -0.568 0.021 -0.469 -1.222 -0.521
H 0.955 -3.088 1.140 -0.173 0.562 0.440 0.290
H 2.710 -3.242 1.297 0.089 0.391 0.647 0.456
H 2.052 -1.673 0.717 -0.287 -0.173 0.245 -0.215
H 2.059 -4.177 -0.455 0.020 -0.128 -0.580 0.300
```
Positions in Å, forces in eV/Å.

For the HOMO-LUMO gap, the calculation gives 0.37177 Eh. As for the structure (SMILES): CO.CO.CO.CO.CO.CO.CO. Its molar mass is 224.29 g mol⁻¹. The spin multiplicity is 1. The relative energy (zero: lowest compared OMol25 entry of this formula, charge and spin) comes out at 4.350 eV.


Entry 3:
A 9-piece molecular cluster, C7H29NO8 overall. Source: OMol25; level of theory: ωB97M-V with the def2-TZVPD basis set.

Geometry as XYZ:
```
45
Properties=species:S:1:pos:R:3:forces:R:3:mulliken_charge:R:1
C -2.816 -0.342 1.820 -0.950 0.593 0.159 -0.873
C -1.665 0.235 2.117 0.412 -0.577 -0.532 -0.690
C -0.535 0.282 1.132 -0.236 0.763 0.447 0.382
N 0.078 -0.932 0.888 0.601 -0.888 0.206 -0.038
C -0.183 1.480 0.644 -0.409 -0.404 -0.173 0.864
C -0.903 2.763 1.077 1.430 -1.070 -1.456 -1.651
C 0.919 1.548 -0.396 0.573 -0.782 1.251 -0.549
C 0.642 0.763 -1.681 -0.969 1.476 -0.523 -0.541
H -3.040 -0.767 0.856 0.238 -0.204 -0.219 0.164
H -3.712 -0.238 2.429 0.350 -0.262 0.339 0.319
H -1.501 0.693 3.079 -0.094 0.204 0.194 0.406
H 0.654 -1.212 0.099 -0.487 0.703 0.010 0.168
H -0.337 -1.719 1.346 -0.135 -0.169 -0.063 0.286
H -1.245 2.741 2.099 -0.148 0.183 0.135 0.388
H -1.700 2.921 0.350 -0.320 0.491 0.256 0.225
H -0.106 3.490 0.918 -0.553 0.590 0.421 0.440
H 1.800 1.123 0.105 0.171 0.046 -0.151 0.121
H 1.176 2.592 -0.555 -0.001 0.038 -0.445 0.540
H 1.496 0.580 -2.329 0.189 0.065 0.187 0.297
H 0.076 -0.151 -1.563 0.113 -0.210 0.320 -0.185
H -0.042 1.441 -2.211 0.054 -0.315 -0.465 0.290
O -0.484 -3.999 0.371 1.002 -0.935 0.261 -0.602
H 0.040 -4.405 1.090 -0.507 0.506 -0.037 0.312
H -0.214 -4.597 -0.344 -0.445 0.384 -0.183 0.289
O 2.988 0.449 2.594 -0.498 -0.506 -0.591 -0.667
H 3.683 0.098 2.025 0.601 0.275 0.078 0.364
H 2.241 0.122 2.063 -0.304 0.246 0.479 0.280
O -2.329 -1.234 -1.794 0.002 -0.612 -0.439 -0.564
H -2.295 -0.335 -2.133 -0.358 0.312 0.462 0.369
H -2.469 -1.178 -0.851 0.046 0.233 0.194 0.075
O 1.521 3.138 3.008 0.647 -0.448 0.082 -0.617
H 1.768 2.200 3.118 -0.211 0.318 -0.112 0.307
H 2.398 3.523 2.868 -0.305 0.120 0.019 0.303
O -0.587 -2.374 -3.422 1.634 -0.220 -0.361 -0.622
H -1.224 -3.074 -3.391 -0.664 -0.284 0.143 0.291
H -1.039 -1.598 -3.736 -0.373 0.252 0.058 0.271
O -3.259 1.374 -1.819 0.247 0.573 0.379 -0.697
H -3.012 2.143 -2.349 -0.089 -0.087 0.053 0.325
H -3.034 1.640 -0.907 -0.095 -0.239 -0.447 0.307
O 1.974 -2.073 -1.767 0.137 -0.146 0.395 -0.563
H 2.026 -2.879 -1.248 0.177 -0.210 0.056 0.280
H 1.175 -2.211 -2.287 -0.504 0.196 -0.404 0.245
O 3.892 -0.566 -0.114 0.170 0.035 -0.051 -0.678
H 4.112 -0.390 -1.041 -0.164 -0.106 0.373 0.319
H 3.070 -1.067 -0.157 0.025 0.073 -0.305 0.307
```
Positions in Å, forces in eV/Å.

For the HOMO-LUMO gap, the calculation gives 0.27552 Eh. As for the structure (SMILES): C=C/C(N)=C(\C)CC.O.O.O.O.O.O.O.O. Its molar mass is 255.31 g mol⁻¹. The spin multiplicity is 1. The relative energy (zero: lowest compared OMol25 entry of this formula, charge and spin) comes out at 2.035 eV.


| no. | E_tot (Ha) |
| --- | --- |
| 1 | -809.952423 |
| 2 | -810.011218 |
| 3 | -940.730435 |